71
Properties=species:S:1:pos:R:3:mulliken_charge:R:1 method="wB97M-V/def2-TZVPD" total_energy_ev=-96618.15754 multiplicity=2 mol_weight_g_mol=719.997 homo_ev="-15.68 / -15.91" total_charge=+3 gap_ha="0.2038 / 0.2289"
C -4.112 -0.083 1.286 -1.098
I -1.026 5.578 -3.194 0.224
H 2.153 4.645 1.203 0.400
C -2.424 0.696 3.788 -1.113
H -1.226 -1.953 4.500 0.335
C 3.090 -0.684 -2.785 -0.691
H 2.859 1.516 4.775 0.365
H -0.741 -1.205 -5.739 0.557
H 2.436 -2.133 2.736 0.367
H -3.247 2.939 1.051 0.360
H 1.641 2.791 4.983 0.371
C 2.565 2.520 4.466 -0.986
H 0.255 -2.873 4.702 0.414
C 1.089 -0.540 -4.799 -0.732
H 3.782 -0.689 -3.628 0.458
H -1.761 -3.276 -2.606 0.387
H 2.198 0.913 0.863 -0.159
H -0.823 0.426 -5.077 0.417
H 0.664 3.699 1.209 0.086
H 3.539 -0.090 -1.990 0.347
H -0.950 -4.620 2.081 0.445
C 2.997 1.337 1.493 -0.670
N -0.938 1.548 -1.796 0.764
H -1.433 0.936 4.175 0.282
H 1.055 4.758 2.575 0.393
C 1.476 4.068 1.843 -0.721
H -2.728 -0.259 4.217 0.321
H 2.130 -2.199 0.993 -0.012
H -3.552 3.279 -2.634 0.548
C -2.545 2.951 -2.432 -0.329
Si -0.017 -2.335 2.325 0.667
H 3.337 3.212 4.826 0.393
C 0.366 -3.396 -2.963 -0.936
C -1.031 -2.946 -3.345 -0.840
C -2.282 2.481 1.279 -0.541
H -1.303 -3.374 -4.311 0.541
H 0.690 2.865 -2.080 0.647
H -2.905 0.970 -1.787 0.038
S 1.153 -2.431 -1.602 0.042
Si -2.519 0.702 1.910 0.721
H 1.500 0.030 -5.632 0.591
H 3.518 -2.351 -1.507 0.481
H -2.221 -3.424 1.876 0.345
C -1.346 3.626 -2.553 -0.762
H 2.970 -2.845 -3.097 0.493
S -1.330 -1.154 -3.430 0.003
H 3.479 0.519 2.028 0.444
H -4.302 -1.035 1.784 0.347
C -0.190 -2.028 4.170 -1.099
H -1.087 -3.743 0.556 0.188
C -0.374 2.709 -2.144 -0.837
Si -0.692 -0.511 0.768 -0.159
H -4.958 0.571 1.512 0.415
H 1.527 -1.536 -4.820 0.331
C 2.819 -2.112 -2.308 -0.839
N -2.258 1.718 -1.981 -0.023
S 1.642 0.301 -3.271 -0.105
Si 2.367 2.661 2.641 0.495
H -4.107 -0.265 0.210 0.285
C -0.426 -0.576 -4.906 -0.967
H 0.340 -1.130 4.491 0.283
H -3.118 1.448 4.172 0.413
C 1.825 -2.597 1.958 -0.793
H -1.820 3.103 2.049 0.386
C -1.179 -3.647 1.639 -1.008
H 3.748 1.774 0.826 0.444
H 1.044 -3.389 -3.813 0.459
H 2.065 -3.663 1.967 0.381
H 0.311 -4.420 -2.595 0.578
H -1.668 2.536 0.379 -0.243
Tc 0.007 -0.315 -1.482 0.413



69
Properties=species:S:1:pos:R:3:mulliken_charge:R:1 method="wB97M-V/def2-TZVPD" de_lowest_kcal_mol=0.00 total_energy_ev=-63700.37445 multiplicity=5 mol_weight_g_mol=461.480 homo_ev="-1.63 / -6.93" total_charge=0 gap_ha="0.0772 / 0.2707"
H -0.539 -0.208 -5.032 0.310
C 1.128 1.207 -3.868 -1.192
H -1.382 -2.700 4.226 0.271
N -0.687 -0.400 -4.051 0.022
V -0.086 -0.665 0.155 2.954
C -1.781 -1.222 -3.598 -1.041
H -0.451 2.079 2.994 0.052
H -2.146 -0.955 -2.606 0.142
H 2.106 0.930 -3.474 -0.063
H 6.000 -1.415 1.021 0.341
H 2.221 3.174 2.826 0.245
H -5.183 -1.522 0.536 0.498
H 3.612 -1.352 2.163 0.337
H -3.687 2.535 -1.513 0.297
C -2.004 -1.836 3.993 -1.191
H -2.676 1.200 -2.175 -0.066
C 0.176 0.184 -3.204 -0.101
H -1.183 0.243 5.230 0.250
C 0.453 -3.467 -1.249 0.296
H 1.517 -3.302 -1.078 0.062
C 0.244 2.745 0.426 -6.113
O -2.240 -0.208 -0.138 -0.060
H 0.634 -5.292 -2.443 0.379
C -1.204 -0.688 3.437 0.022
H -1.517 2.887 -1.047 -0.381
C 0.217 -4.952 -1.495 -1.433
H 3.569 1.350 -0.944 0.265
O 0.087 -0.010 -1.983 0.600
H -4.539 -0.674 1.860 0.377
H -2.711 -2.188 3.242 0.143
N -0.895 0.306 4.264 0.201
N -4.213 0.621 -0.876 0.072
H -2.538 -1.525 4.891 0.420
H 0.762 -5.511 -0.734 0.336
C 3.768 0.280 -0.888 -1.245
H 5.724 -0.628 2.585 0.356
N 1.264 3.471 0.971 1.903
O 0.075 1.513 0.609 3.610
H -0.200 2.313 4.665 0.345
C 3.224 -0.371 0.429 0.875
H 4.827 0.078 -1.049 0.571
C -3.679 1.509 -1.880 -0.798
H -0.165 3.990 -1.253 0.542
O -0.321 -2.832 -0.285 -0.763
H -1.444 -2.258 -3.566 0.383
C 2.353 2.958 1.766 -0.732
H -1.174 4.186 0.202 0.412
C -0.766 3.467 -0.509 -1.594
H 3.337 3.304 1.448 0.721
H 0.858 1.304 3.703 0.216
H 5.822 0.352 1.078 0.349
C 5.494 -0.589 1.520 -1.146
C -3.488 -0.197 -0.111 0.237
H -0.841 -5.213 -1.465 0.302
C -0.189 1.535 3.901 -1.008
H -4.254 1.508 -2.806 0.350
H 1.144 4.461 0.809 0.153
O -0.835 -0.703 2.263 0.047
H 0.337 -3.001 -2.227 -0.109
C -4.250 -1.086 0.892 -1.478
H 2.429 1.888 1.572 -0.690
H 3.237 -0.140 -1.742 0.086
O 2.046 -0.486 0.633 -0.584
H -5.216 0.562 -0.777 0.284
H -2.659 -1.144 -4.240 0.374
N 4.036 -0.860 1.389 -0.079
H 0.862 2.221 -3.569 0.099
H 1.214 1.193 -4.954 0.574
H -3.635 -1.953 1.131 0.188



13
Properties=species:S:1:pos:R:3:mulliken_charge:R:1 method="wB97M-V/def2-TZVPD" de_lowest_kcal_mol=114.38 total_energy_ev=-7794.68443 mol_weight_g_mol=85.106 homo_ev="-8.48 / -7.45" total_charge=0 gap_ha="0.3385 / 0.2516"
N -2.583 -0.887 0.006 -0.596
C -1.723 0.041 -0.287 -0.218
H 2.201 -0.748 0.983 0.323
H 0.686 1.735 -0.335 0.297
H -1.898 0.766 -0.971 0.488
H -0.279 -0.774 1.143 0.248
C -0.555 0.080 0.544 -0.104
H -3.527 -0.921 -0.476 0.234
O 2.462 -0.987 0.125 -0.416
H 1.392 -0.207 -1.609 0.322
C 0.804 0.792 0.253 -0.810
H 1.321 1.161 1.165 0.389
C 1.702 -0.050 -0.540 -0.156



32
Properties=species:S:1:pos:R:3:mulliken_charge:R:1 method="wB97M-V/def2-TZVPD" de_lowest_kcal_mol=39.03 total_energy_ev=-13672.02593 smiles=C1C[C@@H]2C[C@@H]2N1.CCC[C@@H]1CN1 mol_weight_g_mol=168.284 homo_ev=-8.13 total_charge=0 gap_ha=0.3327
H -1.628 0.919 -0.277 0.225
H -2.510 -2.154 -0.365 0.411
H -0.049 0.715 0.702 0.254
C -1.001 -1.260 2.364 -0.133
H 2.119 1.481 -0.441 0.285
H -0.388 -3.714 0.373 0.351
H 0.920 -0.309 -1.188 0.271
C -2.517 -3.714 1.233 -0.843
H -1.122 -0.929 3.416 0.225
C -0.533 0.830 -0.272 -0.557
H -0.502 2.205 -1.964 0.365
H -3.147 -1.358 2.355 0.355
C 0.155 1.623 -1.294 0.013
N -0.553 -2.670 2.286 -0.520
N 0.047 0.166 -1.464 -0.585
H 0.466 -2.731 2.368 0.258
H 3.820 3.854 -2.960 0.337
H -2.846 -3.727 2.296 0.252
H 1.597 3.212 -2.835 0.307
H -2.522 -0.218 1.186 0.294
H 2.484 1.668 -2.823 0.252
H -0.227 -0.650 1.889 0.083
C 3.567 3.352 -2.009 -1.195
C -2.324 -1.196 1.637 -0.855
H 1.418 3.124 -0.378 0.231
C 1.525 2.204 -1.008 -0.537
C 2.267 2.577 -2.241 -0.331
C -1.103 -3.236 1.059 -0.095
H 4.345 2.684 -1.645 0.315
H 3.412 4.150 -1.280 0.334
C -2.271 -2.351 0.666 -0.047
H -2.900 -4.546 0.616 0.281



14
Properties=species:S:1:pos:R:3:mulliken_charge:R:1 method="wB97M-V/def2-TZVPD" de_lowest_kcal_mol=95.38 total_energy_ev=-8727.54337 mol_weight_g_mol=97.121 homo_ev=-8.71 total_charge=0 gap_ha=0.2887
C 2.686 0.640 -0.324 -0.010
H -1.719 -1.969 0.103 0.251
H -0.829 -0.688 1.149 0.298
N 3.773 1.014 -0.469 -0.404
C 1.279 0.263 -0.069 0.798
N 0.608 0.972 0.788 -0.728
H -1.776 1.108 -0.160 0.303
H 1.159 1.754 1.126 0.200
N 0.726 -0.764 -0.753 -0.763
C -1.938 0.089 -0.513 -0.684
H -0.856 -0.200 -1.029 0.450
C -1.472 -0.931 0.309 -0.162
H -2.747 -0.103 -1.212 0.314
H 1.438 -1.285 -1.264 0.135



14
Properties=species:S:1:pos:R:3:mulliken_charge:R:1 method="wB97M-V/def2-TZVPD" de_lowest_kcal_mol=78.08 total_energy_ev=-28996.57023 mol_weight_g_mol=146.236 homo_ev=-8.84 total_charge=0 gap_ha=0.3054
C -0.382 -0.939 0.841 -0.583
O -0.556 -0.616 -1.131 -0.471
H 0.117 -0.628 1.804 0.278
H -2.302 -0.170 -0.026 0.334
C 1.752 0.081 -0.286 0.103
H -1.028 -1.804 0.820 0.322
S 1.198 1.628 0.083 -0.113
H -0.796 1.875 -1.374 0.343
C -0.514 1.419 -0.345 -0.527
S 3.341 -0.226 -0.174 -0.251
C 0.617 -0.894 -0.288 -0.178
C -1.165 0.056 0.060 -0.092
H -1.173 2.142 0.295 0.326
H 0.888 -1.925 -0.279 0.510



24
Properties=species:S:1:pos:R:3:mulliken_charge:R:1 method="wB97M-V/def2-TZVPD" de_lowest_kcal_mol=112.54 total_energy_ev=-12046.53123 mol_weight_g_mol=133.191 homo_ev=-8.22 total_charge=0 gap_ha=0.2996
H -1.172 -1.549 1.372 0.244
C 1.446 -1.649 0.595 -1.181
H 2.186 -1.400 -0.165 0.331
N 0.717 1.312 -0.423 -0.223
H 1.984 -1.983 1.495 0.390
C 0.630 2.601 0.246 -0.957
H 0.848 3.440 -0.426 0.340
O -1.631 1.361 -0.924 -0.707
H -1.345 0.201 1.366 0.363
H -1.259 -2.475 -1.162 0.259
H -0.385 2.710 0.623 0.337
H 1.583 1.205 -0.940 0.253
H -2.304 -1.048 -0.908 0.373
H 0.834 -2.477 0.243 0.244
H -0.504 -0.599 2.728 0.388
H -0.246 1.044 -2.388 0.354
O -0.286 -0.666 -1.178 -0.286
H 1.247 0.307 1.435 0.368
C 0.640 -0.458 0.973 0.661
C -1.436 -1.434 -1.453 -0.866
C -0.678 -0.617 1.643 -1.226
H 1.322 2.649 1.093 0.322
C -0.528 0.944 -1.318 -0.031
H -1.664 -1.420 -2.526 0.252



99
Properties=species:S:1:pos:R:3:mulliken_charge:R:1 method="wB97M-V/def2-TZVPD" total_energy_ev=-44258.56444 mol_weight_g_mol=598.735 homo_ev=-4.55 total_charge=-1 gap_ha=0.2406
H -1.164 3.718 4.703 0.314
H -0.934 -1.601 -5.221 0.257
H 2.515 4.475 5.156 0.427
H 3.257 -1.025 -5.762 0.441
C -0.414 -2.068 -3.195 -0.867
H -2.398 2.982 6.664 0.292
H -4.351 -4.020 -6.386 0.369
N -1.278 -3.636 -4.879 -0.312
H 4.323 -1.707 5.192 0.501
H 4.165 3.474 -6.661 0.372
N -2.611 0.295 2.103 0.333
H 3.322 -0.430 3.322 0.349
C -0.264 -3.829 -1.607 -0.960
H 1.125 -2.233 4.088 0.066
H 0.852 2.433 -6.762 0.144
H 0.787 -3.577 -1.441 0.366
H 4.718 3.089 -5.041 0.394
C 0.656 3.209 -6.018 -0.545
H -4.694 -4.924 -2.574 0.333
C -3.584 1.084 5.283 -0.955
H 0.530 2.760 -5.030 0.285
H 0.779 3.419 7.084 0.430
H -0.670 -1.450 0.066 0.462
H 0.700 0.296 1.681 0.357
H -2.966 2.485 3.662 0.241
O 1.287 -0.317 -5.671 -0.112
O -0.994 -2.701 -2.060 -0.194
C 3.848 3.051 -5.704 -0.677
C -3.755 -3.821 -5.489 -0.525
C -0.584 3.043 5.353 0.670
Nb 1.668 -2.240 5.842 -0.970
H -4.689 2.291 3.884 0.380
C -2.285 -3.935 -5.893 -0.707
H -0.360 -1.000 -2.963 0.382
H -4.177 1.672 6.002 0.415
H -3.285 -1.217 0.671 0.405
C 2.589 -0.460 -5.107 -0.793
C 2.327 1.103 4.454 0.408
H 0.637 -0.754 6.234 0.199
C 1.870 3.580 5.143 -0.940
H 0.606 -2.418 -3.381 0.374
H 2.053 -2.265 7.656 -0.031
H -2.105 -3.299 -6.767 0.367
H -2.309 -1.930 -4.147 0.169
H 0.373 4.851 6.007 0.335
H -2.963 -4.804 -2.851 0.153
C -3.872 0.705 2.709 -0.714
H -0.280 3.696 -6.297 0.349
C 3.442 0.052 4.309 -0.635
C 3.522 -0.984 5.473 -1.343
H 3.205 4.934 -4.960 0.348
H -4.002 -3.355 -3.019 0.284
C 2.647 2.251 5.439 -0.474
N 3.510 1.652 -5.958 -0.321
C -0.371 0.127 1.631 -0.799
H -1.440 0.519 5.063 0.208
H -0.698 -4.148 -0.661 0.259
H 1.643 -1.666 -7.210 0.411
C -1.353 0.744 2.354 -0.116
C -3.934 -4.433 -3.184 -0.526
H 2.469 -1.032 -4.182 0.316
H 1.509 3.495 4.099 0.368
H -0.127 2.223 4.777 -0.764
H 3.855 -0.518 6.418 0.335
H -2.140 0.290 6.650 0.334
C 3.172 0.896 -4.755 -0.290
H -1.434 -4.246 -4.086 0.112
H -1.197 1.535 3.084 0.357
C -3.739 1.723 3.861 -0.620
H 2.416 1.988 6.489 0.383
C 2.752 3.955 -5.139 -0.484
H -0.938 2.049 7.221 0.435
C -1.295 -2.249 -4.419 -0.078
C 1.230 -0.668 -7.041 -1.042
C 0.614 3.771 6.058 -0.867
H -4.477 -0.164 3.022 0.409
H 0.182 -0.669 -7.342 0.267
H 2.381 3.612 -4.167 0.354
H -0.337 -4.660 -2.317 0.443
H -4.465 1.199 1.912 0.323
H 3.724 2.506 5.407 0.297
H 1.340 0.687 4.708 -0.546
H 2.723 1.625 -6.594 0.084
C -1.137 -0.799 0.801 -0.151
H 2.488 -3.872 5.734 -0.022
C -2.124 0.984 5.789 -0.420
C -2.460 -0.660 1.114 -1.023
H 1.763 0.063 -7.660 0.392
O 1.678 4.192 -6.035 -0.442
H 4.420 0.581 4.259 0.351
H -3.975 0.052 5.212 0.427
O -4.171 -4.786 -4.539 -0.445
H -2.108 -4.966 -6.214 0.397
H -4.026 -2.810 -5.165 0.353
C -1.561 2.335 6.356 -0.759
H 0.107 -3.161 6.201 0.000
H 2.208 1.580 3.456 0.303
H 2.432 1.426 -4.143 0.174
H 4.076 0.754 -4.156 0.407